ORCA calculation (wB97M-V/def2-TZVPD) on a molecular structure, C3H4O2Tm in a non-equilibrium geometry.

Element x y z (Å)
O (-1.36, 0.22, 0.78)
Tm (0.24, -0.14, -0.92)
O (-3.12, 0.70, 2.13)
C (-2.10, 0.60, 1.62)
C (2.86, -0.59, -0.22)
C (2.84, -0.32, -1.54)
H (3.02, 0.20, 0.52)
H (2.77, -1.61, 0.15)
H (3.00, 0.70, -1.91)
H (2.74, -1.12, -2.28)

Computed properties:
- Orbital gap (alpha / beta): 9.2 / 6.9 eV
- Charge: +3
- Energy: -36762.86715 eV
- Spin multiplicity: 3
- Lowest unoccupied orbital energy (alpha / beta): -16.94 / -19.24 eV
- Energy relative to the best compared isomer or geometry (same formula, charge and spin): 0.000 eV